Density functional theory data (the ωB97M-V functional and the def2-TZVPD basis) for a structure of composition C27H23F3N4PtS2 at a distorted geometry.

Each line ends with the natural charge from an NBO analysis.
CARTESIAN COORDINATES (ANGSTROEM)
Pt 0.12 0.06 -0.34  0.918
S -0.01 1.81 1.73  0.274
C -0.38 0.43 2.71  -0.042
C -0.61 0.55 4.08  -0.190
C -0.99 -0.58 4.80  -0.172
C -1.11 -1.78 4.13  -0.211
C -0.86 -1.82 2.75  0.063
N -0.50 -0.75 2.07  -0.429
H -0.50 1.52 4.55  0.240
H -1.17 -0.51 5.86  0.231
H -1.40 -2.68 4.65  0.231
H -0.94 -2.74 2.19  0.206
F 3.05 -0.66 -5.45  -0.321
C 1.71 -0.56 -5.34  0.983
F 1.18 -1.04 -6.49  -0.327
F 1.41 0.74 -5.28  -0.304
C 1.21 -1.35 -4.16  -0.220
C 0.77 -2.64 -4.39  -0.103
C 0.29 -3.42 -3.35  -0.289
C 0.30 -2.87 -2.09  0.072
N 0.75 -1.65 -1.85  -0.514
C 1.19 -0.86 -2.84  0.103
S 1.58 0.75 -2.30  -0.089
H 0.77 -3.02 -5.41  0.240
H -0.07 -4.42 -3.52  0.231
H -0.06 -3.43 -1.23  0.203
N 6.98 -1.41 2.53  -0.322
C 5.92 -1.18 2.14  0.286
C 4.59 -0.89 1.66  -0.201
C 4.18 0.43 1.46  -0.178
C 2.90 0.70 0.99  -0.219
C 2.01 -0.34 0.70  -0.205
C 2.43 -1.65 0.91  -0.291
C 3.70 -1.93 1.38  -0.150
H 4.87 1.24 1.67  0.226
H 2.62 1.73 0.82  0.207
H 1.75 -2.47 0.72  0.208
H 4.02 -2.96 1.54  0.222
C -2.65 1.31 -5.02  -0.397
N -2.48 0.03 -4.38  -0.471
C -3.29 -1.07 -4.83  -0.393
C -1.79 -0.04 -3.11  -0.254
C -2.58 0.34 -1.86  0.015
C -3.93 0.65 -2.02  -0.236
C -4.74 0.96 -0.95  -0.217
C -4.20 0.95 0.32  -0.226
C -2.85 0.65 0.49  -0.253
C -2.00 0.37 -0.58  -0.276
H -2.66 1.19 -6.10  0.192
H -1.81 1.96 -4.76  0.206
H -3.58 1.84 -4.74  0.164
H -3.29 -1.11 -5.92  0.193
H -4.35 -1.04 -4.50  0.163
H -2.87 -2.01 -4.46  0.195
H -0.91 0.59 -3.17  0.217
H -1.45 -1.07 -2.98  0.193
H -4.34 0.64 -3.03  0.212
H -5.79 1.20 -1.10  0.211
H -4.82 1.18 1.19  0.208
H -2.49 0.64 1.51  0.190

The energy above the lowest of the compared OMol25 structures with the same formula, charge and spin comes out at 1.630 eV. Its expectation value of S² is 6.03. Its spin multiplicity is 5.